1.
# C5H12N2O

C5H12N2O as an isolated structure at a distorted geometry (the ωB97M-V functional and the def2-TZVPD basis, the OMol25 dataset).

XYZ file:
```
20
Properties=species:S:1:pos:R:3:nbo_charge:R:1
C 1.588 1.387 0.670 -0.656
C 0.959 0.166 0.030 0.305
C 1.596 -0.340 -1.094 -0.741
O 0.758 -0.911 1.185 -0.825
H 1.176 -1.711 0.837 0.475
H 1.305 2.269 0.090 0.210
H 1.250 1.510 1.700 0.214
H 2.675 1.332 0.654 0.221
H 2.590 -0.013 -1.358 0.209
H 1.325 -1.300 -1.516 0.189
N -2.002 -1.540 0.463 -0.750
N -1.403 0.369 -1.412 -0.904
C -1.448 -0.407 0.893 0.253
C -0.920 0.547 -0.070 -0.200
H -1.968 -2.363 1.043 0.403
H -0.645 0.608 -2.056 0.394
H -2.302 0.673 -1.759 0.378
H -2.072 -1.628 -0.547 0.420
H -1.417 -0.213 1.953 0.216
H -1.045 1.566 0.296 0.188
```


2.
# C3H4N2O2

An isolated molecule of C3H4N2O2 at a distorted geometry (the ωB97M-V functional and the def2-TZVPD basis, the OMol25 dataset).

XYZ file:
```
11
Properties=species:S:1:pos:R:3:nbo_charge:R:1
N -2.455 -1.340 0.100 -0.239
C -1.298 -0.901 -0.134 0.219
C -0.089 -0.170 -0.047 0.003
C 1.159 -0.821 0.113 -0.095
O 2.178 0.198 0.054 -0.673
N -0.251 1.157 0.054 -0.059
O -1.575 1.540 0.038 -0.542
H 1.082 -1.695 -0.744 0.176
H 1.286 -1.437 0.995 0.227
H 1.685 0.829 -0.594 0.477
H -1.722 2.641 0.164 0.507
```


3.
# C3H11O2S

A 3-piece molecular cluster, C3H11O2S overall at a distorted geometry (the ωB97M-V functional and the def2-TZVPD basis, the OMol25 dataset).

Properties
Total charge: -1

XYZ file:
```
17
Properties=species:S:1:pos:R:3:nbo_charge:R:1
C -0.750 -1.249 0.938 -0.629
C 0.562 -0.601 1.564 -0.403
C 0.363 0.870 1.938 -0.541
S 1.367 1.941 0.906 -0.677
H -1.602 -0.825 1.477 0.187
H -1.020 -2.333 0.870 0.188
H -0.849 -0.834 -0.049 0.216
H 0.794 -1.131 2.436 0.177
H 1.489 -0.914 0.960 0.202
H 0.653 1.077 3.034 0.174
H -0.688 1.141 2.045 0.181
H -1.349 -0.593 -3.616 0.442
H -0.405 0.525 -3.308 0.509
O -1.084 0.155 -4.004 -0.994
H 1.311 0.305 -2.013 0.475
H 0.699 1.587 -1.241 0.520
O 0.508 0.881 -1.939 -1.029
```


4.
# C49H111OP3

A 4-piece molecular cluster, C49H111OP3 overall at a distorted geometry (the ωB97M-V functional and the def2-TZVPD basis, the OMol25 dataset).

Properties
Total charge: +2

XYZ file:
```
164
Properties=species:S:1:pos:R:3:lowdin_charge:R:1
C -18.583 -1.127 3.508 -0.381
O -18.865 -1.753 4.707 -0.430
H -18.632 -1.872 2.684 0.021
H -19.372 -0.403 3.237 0.031
H -17.565 -0.697 3.442 0.042
C -21.370 -0.487 0.849 -0.100
C -22.349 -1.422 1.533 -0.265
C -23.798 -1.319 1.069 -0.229
C -24.566 -2.661 1.179 -0.248
P -26.142 -2.574 0.285 1.013
C -27.051 -4.130 0.244 -0.249
C -28.325 -4.075 -0.647 -0.228
C -28.076 -4.681 -2.012 -0.282
C -29.157 -4.428 -3.067 -0.084
C -27.128 -1.372 1.229 -0.265
C -27.356 -1.765 2.682 -0.261
C -28.362 -0.843 3.368 -0.268
C -28.588 -1.199 4.844 -0.102
C -25.834 -1.813 -1.357 -0.255
C -24.731 -2.510 -2.167 -0.251
C -24.922 -2.275 -3.666 -0.261
C -24.892 -0.809 -4.111 -0.099
H -21.179 -0.750 -0.189 0.080
H -20.496 -0.203 1.431 0.055
H -21.855 0.503 0.817 0.076
H -22.232 -1.475 2.618 0.109
H -21.874 -2.376 1.270 0.076
H -23.798 -0.866 0.079 0.097
H -24.321 -0.635 1.744 0.102
H -24.631 -3.087 2.179 0.108
H -23.942 -3.379 0.631 0.096
H -27.183 -4.425 1.285 0.094
H -26.372 -4.872 -0.187 0.102
H -28.786 -3.095 -0.761 0.104
H -28.999 -4.737 -0.098 0.123
H -27.865 -5.756 -2.009 0.120
H -27.089 -4.347 -2.370 0.084
H -29.707 -3.502 -2.873 0.073
H -29.929 -5.170 -2.848 0.082
H -28.803 -4.432 -4.091 0.077
H -28.102 -1.365 0.729 0.101
H -26.664 -0.392 1.126 0.105
H -26.460 -1.622 3.302 0.109
H -27.579 -2.814 2.889 0.112
H -29.352 -0.920 2.901 0.111
H -28.144 0.219 3.237 0.115
H -27.599 -1.299 5.308 0.069
H -29.047 -2.179 4.981 0.076
H -29.140 -0.489 5.454 0.077
H -25.677 -0.750 -1.185 0.100
H -26.746 -1.925 -1.952 0.103
H -24.692 -3.590 -2.000 0.107
H -23.754 -2.115 -1.876 0.107
H -25.750 -2.825 -4.114 0.108
H -23.999 -2.658 -4.115 0.112
H -23.941 -0.355 -3.822 0.080
H -25.726 -0.205 -3.754 0.071
H -24.862 -0.797 -5.201 0.080
C -15.769 1.270 6.357 -0.097
C -17.185 1.774 6.477 -0.283
C -18.048 1.255 7.596 -0.236
C -18.313 -0.244 7.488 -0.261
P -19.991 -0.906 7.708 1.030
C -19.928 -2.698 7.628 -0.269
C -19.139 -3.371 8.773 -0.248
C -19.051 -4.859 8.525 -0.274
C -18.388 -5.600 9.684 -0.104
C -21.328 -0.350 6.592 -0.262
C -21.451 1.145 6.379 -0.249
C -22.671 1.612 5.582 -0.245
C -22.507 1.483 4.056 -0.092
C -20.510 -0.368 9.359 -0.259
C -21.663 -1.218 9.905 -0.258
C -21.941 -1.041 11.394 -0.247
C -20.889 -1.733 12.277 -0.099
H -15.088 1.504 7.176 0.082
H -15.260 1.533 5.430 0.078
H -15.799 0.171 6.329 0.042
H -17.724 1.768 5.520 0.112
H -17.139 2.873 6.517 0.114
H -18.929 1.889 7.707 0.100
H -17.502 1.425 8.531 0.119
H -17.700 -0.898 8.119 0.090
H -17.977 -0.657 6.523 0.070
H -19.554 -3.040 6.658 0.085
H -20.975 -3.017 7.602 0.102
H -19.611 -3.247 9.750 0.100
H -18.121 -2.975 8.800 0.104
H -18.477 -4.990 7.605 0.107
H -20.052 -5.290 8.418 0.116
H -17.442 -5.079 9.871 0.072
H -18.109 -6.631 9.460 0.073
H -18.948 -5.671 10.616 0.076
H -22.283 -0.753 6.943 0.099
H -21.137 -0.888 5.654 0.083
H -20.494 1.500 5.990 0.111
H -21.611 1.626 7.351 0.102
H -22.973 2.607 5.908 0.107
H -23.566 1.027 5.832 0.105
H -21.994 2.394 3.751 0.081
H -23.384 1.285 3.438 0.061
H -21.931 0.577 3.844 0.049
H -20.818 0.667 9.203 0.093
H -19.620 -0.414 9.991 0.097
H -21.553 -2.288 9.729 0.093
H -22.509 -0.872 9.301 0.107
H -22.937 -1.411 11.633 0.109
H -21.927 0.032 11.606 0.112
H -20.923 -2.819 12.223 0.073
H -20.992 -1.479 13.334 0.075
H -19.913 -1.299 12.045 0.065
C -13.295 -2.525 8.052 -0.100
C -14.494 -2.731 7.160 -0.273
C -14.194 -3.349 5.782 -0.238
C -15.462 -3.413 4.938 -0.258
P -15.275 -4.139 3.274 1.035
C -16.912 -4.753 2.665 -0.237
C -17.175 -4.746 1.147 -0.241
C -18.647 -5.117 0.873 -0.251
C -19.647 -3.999 1.067 -0.120
C -14.727 -2.892 2.052 -0.259
C -13.225 -2.587 2.055 -0.260
C -12.919 -1.490 1.039 -0.264
C -11.464 -1.035 1.000 -0.101
C -14.088 -5.491 3.253 -0.281
C -14.127 -6.296 1.945 -0.247
C -13.065 -7.413 1.935 -0.255
C -13.037 -8.243 0.664 -0.101
H -12.768 -3.457 8.273 0.080
H -13.599 -2.241 9.063 0.077
H -12.643 -1.758 7.639 0.080
H -15.228 -3.410 7.613 0.106
H -15.042 -1.792 7.051 0.087
H -13.466 -2.696 5.291 0.107
H -13.771 -4.343 5.921 0.113
H -16.177 -4.076 5.443 0.101
H -16.058 -2.508 4.779 0.092
H -17.609 -4.063 3.158 0.084
H -17.068 -5.755 3.068 0.104
H -16.597 -5.541 0.674 0.096
H -16.918 -3.823 0.627 0.104
H -18.844 -5.938 1.572 0.109
H -18.668 -5.588 -0.111 0.111
H -20.646 -4.219 0.676 0.062
H -19.300 -3.088 0.576 0.076
H -19.902 -3.761 2.103 0.072
H -14.900 -3.357 1.082 0.084
H -15.289 -1.969 2.208 0.103
H -12.782 -2.383 3.037 0.105
H -12.698 -3.512 1.791 0.107
H -13.091 -1.931 0.052 0.115
H -13.618 -0.669 1.199 0.112
H -11.081 -0.774 1.987 0.075
H -11.386 -0.183 0.325 0.076
H -10.807 -1.800 0.582 0.077
H -14.553 -6.090 4.052 0.107
H -13.086 -5.209 3.568 0.105
H -13.915 -5.594 1.133 0.111
H -15.116 -6.713 1.766 0.099
H -13.273 -8.078 2.778 0.111
H -12.086 -6.995 2.177 0.113
H -12.326 -7.948 -0.106 0.076
H -14.002 -8.326 0.158 0.074
H -12.783 -9.261 0.966 0.076
```


Respective ΔE to the lowest compared entry with this formula, charge and spin values: 115.13, 138.89, 28.64, 13.07 kcal per mole.